Record 1
This record from the OMol25 dataset describes a molecular structure, C30H25CoN5O6S2. The level of theory is the ωB97M-V functional and the def2-TZVPD basis.

Structure (XYZ):
```
69
Properties=species:S:1:pos:R:3
Co -0.320 0.232 -0.464
C -1.178 0.035 -4.797
C 0.010 0.340 -5.452
C 1.163 0.484 -4.714
C 1.113 0.335 -3.317
N -0.042 0.087 -2.693
C -1.147 -0.077 -3.419
N 2.336 0.404 -2.668
C 2.502 0.373 -1.386
N 1.641 0.319 -0.334
C 2.338 0.381 0.837
N 1.989 0.435 2.078
C 0.689 0.488 2.553
C 0.580 0.638 3.947
C -0.663 0.683 4.533
C -1.789 0.554 3.727
C -1.599 0.406 2.367
N -0.399 0.393 1.783
C 3.796 0.412 0.518
C 4.915 0.452 1.327
C 6.157 0.489 0.699
C 6.259 0.497 -0.692
C 5.121 0.465 -1.495
C 3.897 0.419 -0.858
H -2.111 -0.092 -5.328
H 0.034 0.459 -6.530
H 2.119 0.702 -5.169
H -2.040 -0.300 -2.853
H 1.493 0.726 4.518
H -0.759 0.811 5.606
H -2.792 0.577 4.132
H -2.435 0.290 1.691
H 4.811 0.456 2.404
H 7.061 0.518 1.296
H 7.240 0.532 -1.152
H 5.175 0.477 -2.576
O -4.670 0.948 -0.979
S -3.305 1.443 -0.944
O -2.900 2.184 -2.114
O -2.378 0.367 -0.531
C -3.279 2.592 0.458
C -4.478 2.696 1.162
C -4.596 3.510 2.276
C -3.498 4.245 2.703
C -2.305 4.146 2.009
C -2.174 3.327 0.889
S -0.512 3.416 0.164
O -0.513 4.662 -0.571
O 0.362 3.393 1.322
O -0.358 2.249 -0.707
H -5.314 2.109 0.811
H -5.540 3.566 2.807
H -3.565 4.883 3.576
H -1.434 4.694 2.340
C -1.417 -4.849 0.758
C -0.315 -4.371 -0.199
C -0.564 -4.979 -1.587
C 1.045 -4.859 0.323
C -0.323 -2.904 -0.283
C -0.335 -1.689 -0.352
H -1.424 -5.943 0.828
H -2.393 -4.510 0.409
H -1.257 -4.433 1.754
H -0.562 -6.074 -1.539
H 0.210 -4.654 -2.285
H -1.526 -4.644 -1.978
H 1.064 -5.953 0.395
H 1.243 -4.435 1.308
H 1.843 -4.534 -0.346
```

Computed properties:
net charge	-2
spin multiplicity	2
lowest unoccupied orbital energy (alpha / beta)	0.169 / 0.169	hartree
calculated total energy	-110551.61340	eV
⟨S²⟩	0.756
HOMO energy (alpha / beta)	-1.912 / -2.291	eV


Record 2
This record from the OMol25 dataset describes a molecular structure, C30H25FeN3PS3Se2. The level of theory is the ωB97M-V functional and the def2-TZVPD basis.

Structure (XYZ):
```
65
Properties=species:S:1:pos:R:3
Fe -0.191 -0.190 0.900
C 2.581 1.480 2.657
C 2.055 2.103 1.407
C 2.807 3.099 0.773
C 2.285 3.795 -0.290
C 0.975 3.536 -0.666
C 0.300 2.518 -0.023
N 0.848 1.753 0.946
C -1.100 2.192 -0.345
C -2.001 3.063 -0.938
C -3.291 2.620 -1.165
C -3.647 1.332 -0.813
C -2.695 0.515 -0.215
N -1.469 0.966 0.024
C -2.880 -0.895 0.137
C -4.120 -1.504 0.058
C -4.213 -2.858 0.323
C -3.059 -3.546 0.613
C -1.836 -2.875 0.685
C -0.598 -3.664 0.955
N -1.757 -1.551 0.490
H 3.165 0.592 2.419
H 3.218 2.199 3.177
H 1.764 1.172 3.305
H 3.806 3.302 1.136
H 2.872 4.540 -0.811
H 0.509 4.081 -1.475
H -1.701 4.068 -1.200
H -4.020 3.278 -1.622
H -4.645 0.972 -1.015
H -4.999 -0.932 -0.200
H -5.168 -3.365 0.281
H -3.074 -4.611 0.794
H -0.260 -3.513 1.980
H 0.214 -3.323 0.313
H -0.792 -4.724 0.786
S 0.303 -1.496 5.166
C 0.175 -1.013 3.585
S -1.045 0.076 2.979
S 1.220 -1.439 2.286
Se 0.601 -0.777 -1.455
P 2.688 -0.331 -1.864
Se 4.097 -0.293 -0.282
C 3.213 -1.485 -3.198
C 2.307 -1.872 -4.183
C 2.719 -2.677 -5.235
C 4.038 -3.105 -5.311
C 4.940 -2.728 -4.327
C 4.530 -1.920 -3.274
C 2.762 1.251 -2.812
C 3.982 1.917 -2.926
C 4.075 3.092 -3.656
C 2.950 3.615 -4.285
C 1.737 2.954 -4.178
C 1.643 1.779 -3.442
H 1.274 -1.554 -4.113
H 2.005 -2.975 -5.994
H 4.358 -3.736 -6.131
H 5.968 -3.068 -4.371
H 5.220 -1.632 -2.490
H 4.847 1.517 -2.411
H 5.028 3.603 -3.732
H 3.021 4.534 -4.854
H 0.853 3.353 -4.663
H 0.692 1.267 -3.338
```

Computed properties:
net charge	-1
spin multiplicity	1
lowest unoccupied orbital energy	0.071	hartree
calculated total energy	-242866.65090	eV
HOMO energy	-3.939	eV


Record 3
This record from the OMol25 dataset describes a molecular structure, C30H25N6NiO2. The level of theory is the ωB97M-V functional and the def2-TZVPD basis.

Structure (XYZ):
```
64
Properties=species:S:1:pos:R:3
Ni 0.471 0.297 -0.583
O 1.412 1.817 0.250
C 2.569 1.702 0.811
C 2.951 2.612 1.831
C 4.174 2.539 2.456
C 5.111 1.564 2.095
C 4.784 0.682 1.089
C 3.541 0.718 0.444
C 3.303 -0.211 -0.636
N 2.161 -0.402 -1.179
N 2.082 -1.270 -2.243
C 0.837 -1.381 -2.620
O -0.163 -0.785 -2.073
C 0.555 -2.282 -3.771
C 1.580 -2.807 -4.554
C 1.284 -3.644 -5.619
C -0.037 -3.966 -5.909
C -1.060 -3.444 -5.130
C -0.766 -2.602 -4.067
H 2.230 3.373 2.105
H 4.415 3.248 3.240
H 6.073 1.511 2.589
H 5.500 -0.072 0.776
H 4.146 -0.775 -1.036
H 2.602 -2.548 -4.313
H 2.084 -4.047 -6.227
H -0.265 -4.620 -6.742
H -2.091 -3.691 -5.354
H -1.549 -2.175 -3.455
N -0.545 1.279 4.855
C -0.001 0.246 4.125
C 0.387 0.443 2.790
N 0.857 -0.544 2.061
C 0.952 -1.746 2.638
C 0.577 -1.929 3.951
N 0.106 -0.938 4.710
H -0.362 2.212 4.527
H -0.550 1.150 5.852
H 0.291 1.406 2.299
H 1.326 -2.563 2.033
H 0.656 -2.902 4.425
C -3.064 4.148 -1.943
C -3.848 3.114 -1.452
C -3.284 2.033 -0.793
C -1.891 1.947 -0.586
C -1.107 3.006 -1.097
C -1.686 4.071 -1.760
N -1.285 0.883 0.048
C -2.069 -0.016 0.769
C -1.948 -1.401 0.585
C -2.655 -2.294 1.378
C -3.515 -1.840 2.369
C -3.653 -0.469 2.556
C -2.945 0.427 1.773
H -3.512 4.987 -2.460
H -4.923 3.138 -1.595
H -3.922 1.232 -0.443
H -0.038 2.970 -0.939
H -1.050 4.865 -2.136
H -1.292 -1.759 -0.199
H -2.534 -3.359 1.213
H -4.061 -2.539 2.990
H -4.305 -0.094 3.337
H -3.041 1.493 1.943
```

Computed properties:
net charge	-1
spin multiplicity	1
lowest unoccupied orbital energy (alpha / beta)	0.106 / 0.106	hartree
calculated total energy	-85597.72935	eV
HOMO energy (alpha / beta)	-3.753 / -3.752	eV


Record 4
This record from the OMol25 dataset describes a molecular structure, C30H26BrIrN3S4. The level of theory is the ωB97M-V functional and the def2-TZVPD basis.

Structure (XYZ):
```
65
Properties=species:S:1:pos:R:3
Ir -0.440 -0.405 -0.508
S -0.807 1.793 -1.031
C 0.457 2.943 -0.500
C 1.082 3.594 -1.554
C 2.212 4.372 -1.317
C 2.702 4.490 -0.029
C 2.034 3.877 1.028
C 0.907 3.099 0.813
S -0.041 2.557 2.217
C 0.778 0.984 2.648
C -0.263 -0.100 2.779
C -0.426 -0.766 3.985
C -1.527 -1.589 4.163
C -2.474 -1.661 3.155
C -2.233 -0.986 1.967
C -3.319 -0.872 0.935
S -2.689 -0.908 -0.768
C -3.713 0.321 -1.553
C -4.609 -0.154 -2.498
C -5.467 0.728 -3.146
C -5.415 2.082 -2.860
C -4.499 2.567 -1.933
C -3.648 1.696 -1.271
S -2.566 2.344 -0.010
N -1.104 -0.299 1.749
H 0.694 3.487 -2.560
H 2.694 4.887 -2.137
H 3.577 5.094 0.166
H 2.367 4.035 2.046
H 1.266 1.111 3.612
H 1.548 0.775 1.912
H 0.282 -0.602 4.786
H -1.674 -2.121 5.093
H -3.394 -2.212 3.291
H -3.807 0.093 1.078
H -4.064 -1.658 1.039
H -4.641 -1.212 -2.721
H -6.174 0.349 -3.871
H -6.081 2.769 -3.364
H -4.443 3.627 -1.724
Br 0.320 -1.781 -3.197
C 0.206 -3.005 -1.766
C 0.450 -4.348 -1.989
C 0.341 -5.218 -0.918
C -0.007 -4.719 0.330
C -0.230 -3.366 0.463
N -0.123 -2.513 -0.569
H 0.714 -4.691 -2.978
H 0.523 -6.275 -1.059
H -0.107 -5.365 1.190
H -0.502 -2.925 1.414
C 5.961 -0.280 -0.219
C 4.467 -0.287 -0.267
C 3.700 -1.026 0.631
C 2.325 -0.993 0.558
N 1.657 -0.264 -0.351
C 2.391 0.434 -1.235
C 3.767 0.453 -1.218
H 6.345 -1.017 0.482
H 6.321 0.704 0.086
H 6.377 -0.485 -1.206
H 4.171 -1.632 1.393
H 1.721 -1.553 1.260
H 1.842 0.985 -1.983
H 4.291 1.040 -1.961
```

Computed properties:
net charge	+2
spin multiplicity	2
lowest unoccupied orbital energy (alpha / beta)	-0.199 / -0.212	hartree
calculated total energy	-152213.28521	eV
⟨S²⟩	0.754
HOMO energy (alpha / beta)	-13.312 / -13.957	eV


Record 5
This record from the OMol25 dataset describes a molecular structure, C30H26IN4O4Re at a distorted geometry. The level of theory is the ωB97M-V functional and the def2-TZVPD basis.

Structure (XYZ):
```
66
Properties=species:S:1:pos:R:3
Re 0.607 -0.426 -1.084
O -0.511 -1.762 -0.113
C -0.048 -2.174 1.061
C -0.939 -2.277 2.136
C -0.485 -2.649 3.378
C 0.860 -3.003 3.596
C 1.727 -2.996 2.538
C 1.295 -2.559 1.271
C 2.103 -2.725 0.109
N 1.905 -2.057 -0.981
C 2.320 -2.629 -2.277
C 1.054 -2.530 -3.114
N 0.730 -1.085 -3.021
C 0.934 -0.354 -4.087
C 1.184 1.028 -4.116
C 1.240 1.686 -5.379
C 1.658 2.973 -5.474
C 2.070 3.651 -4.299
C 2.054 3.040 -3.075
C 1.600 1.713 -2.951
O 1.623 1.150 -1.767
H -1.977 -2.016 1.967
H -1.185 -2.685 4.205
H 1.199 -3.288 4.583
H 2.756 -3.316 2.665
H 2.814 -3.550 0.078
H 2.668 -3.654 -2.168
H 3.107 -2.020 -2.720
H 0.258 -3.107 -2.649
H 1.199 -2.855 -4.142
H 0.987 -0.880 -5.041
H 0.935 1.141 -6.268
H 1.695 3.471 -6.435
H 2.416 4.676 -4.371
H 2.370 3.552 -2.176
C 3.218 1.687 1.417
C 1.934 1.786 2.199
N 1.966 2.455 3.344
C 0.840 2.560 4.059
C -0.372 2.051 3.650
C -1.587 2.241 4.525
O -2.254 1.013 4.832
C -0.428 1.367 2.426
C -1.738 0.924 1.897
N -1.837 0.467 0.723
C -3.045 0.044 0.158
C -4.061 -0.621 0.839
C -5.177 -1.082 0.153
C -5.300 -0.890 -1.218
C -4.299 -0.225 -1.919
C -3.193 0.212 -1.218
I -1.636 1.247 -2.148
C 0.756 1.194 1.723
O 0.849 0.432 0.610
H 3.979 1.174 2.010
H 3.595 2.691 1.215
H 3.085 1.165 0.473
H 0.919 3.094 5.004
H -2.326 2.874 4.039
H -1.281 2.754 5.437
H -1.734 0.541 5.490
H -2.617 1.067 2.529
H -3.964 -0.782 1.909
H -5.960 -1.599 0.695
H -6.169 -1.260 -1.748
H -4.384 -0.062 -2.987
```

Computed properties:
net charge	+1
spin multiplicity	2
lowest unoccupied orbital energy (alpha / beta)	-0.150 / -0.143	hartree
calculated total energy	-55907.04445	eV
⟨S²⟩	0.761
HOMO energy (alpha / beta)	-10.412 / -10.367	eV


Record 6
This record from the OMol25 dataset describes a single C30H26N2O4 molecule. The level of theory is the ωB97M-V functional and the def2-TZVPD basis.

Structure (XYZ):
```
62
Properties=species:S:1:pos:R:3
C -0.721 -0.054 3.412
C -0.524 0.810 2.163
O -1.111 2.086 2.437
C -1.057 2.917 1.404
O -0.632 2.586 0.320
C -1.599 4.291 1.709
C -1.764 4.583 3.203
C -0.477 4.403 3.963
C -0.382 3.465 4.981
C 0.808 3.278 5.661
C 1.920 4.031 5.334
C 1.833 4.978 4.329
C 0.642 5.164 3.652
C 0.996 0.999 1.958
O 1.577 1.843 2.615
C 1.636 0.116 1.031
C 0.941 -0.646 0.141
C 1.570 -1.471 -0.848
C 0.868 -2.170 -1.775
C 1.595 -2.955 -2.791
C 2.463 -3.966 -2.381
C 3.192 -4.684 -3.307
C 3.068 -4.390 -4.665
C 3.809 -5.126 -5.620
N 4.405 -5.724 -6.394
C 2.215 -3.368 -5.083
C 1.486 -2.659 -4.150
N -0.512 -2.138 -1.781
C -1.320 -2.915 -2.704
C -2.071 -2.023 -3.671
C -3.502 -1.658 -3.408
C -3.164 -2.611 -4.512
C -1.146 -1.369 -0.869
C -0.499 -0.643 0.083
C -1.288 0.176 1.004
O -2.491 0.305 0.906
H -0.230 0.434 4.251
H -0.286 -1.038 3.256
H -1.785 -0.152 3.620
H -0.923 5.007 1.239
H -2.564 4.373 1.201
H -2.114 5.614 3.311
H -2.525 3.920 3.616
H -1.246 2.867 5.233
H 0.869 2.536 6.445
H 2.853 3.878 5.857
H 2.698 5.571 4.068
H 0.585 5.908 2.869
H 2.714 0.154 0.995
H 2.649 -1.506 -0.874
H 2.555 -4.189 -1.329
H 3.860 -5.471 -2.989
H 2.133 -3.135 -6.134
H 0.842 -1.856 -4.473
H -0.667 -3.603 -3.247
H -2.036 -3.511 -2.128
H -1.450 -1.262 -4.129
H -3.831 -0.663 -3.664
H -3.982 -2.057 -2.528
H -3.261 -2.279 -5.533
H -3.401 -3.655 -4.372
H -2.224 -1.346 -0.911
```

Computed properties:
SMILES string	C[C@@]1(OC(=O)CCc2ccccc2)C(=O)C=C2C=C(c3ccc(C#N)cc3)N(CC3CC3)C=C2C1=O
spin multiplicity	1
lowest unoccupied orbital energy	-0.020	hartree
calculated total energy	-42701.65279	eV
HOMO energy	-7.758	eV


Record 7
This record from the OMol25 dataset describes a molecular structure, C30H26NO6S2 at a distorted geometry. The level of theory is the ωB97M-V functional and the def2-TZVPD basis.

Structure (XYZ):
```
65
Properties=species:S:1:pos:R:3
C 0.453 5.550 -2.194
C 0.409 4.140 -2.368
C 1.048 3.325 -1.420
C 1.731 3.860 -0.320
C 2.212 2.896 0.771
C 1.040 2.228 1.555
C 1.315 2.229 3.077
O 0.850 0.954 3.621
C 0.599 0.132 2.539
O 0.159 -1.010 2.690
N 0.821 0.780 1.317
C 1.744 5.272 -0.159
C 1.074 6.125 -1.061
H -0.077 6.203 -2.900
H -0.094 3.676 -3.237
H 1.079 2.239 -1.583
H 2.819 2.109 0.296
H 2.854 3.469 1.464
H 0.074 2.775 1.359
H 2.377 2.351 3.363
H 0.775 3.010 3.623
H 2.351 5.693 0.651
H 1.062 7.233 -0.896
C 4.438 -1.752 -1.200
C 3.582 -2.340 -2.147
C 2.305 -2.746 -1.760
C 1.915 -2.530 -0.441
S 0.278 -3.055 0.026
C -0.509 -1.432 0.379
C 0.031 -0.084 0.134
C -1.102 0.884 -0.360
C -1.503 0.668 -1.678
C -2.461 1.486 -2.303
C -3.018 2.586 -1.645
C -2.620 2.838 -0.330
C -1.696 1.964 0.317
S -2.253 -1.903 0.021
C -2.597 -3.614 0.596
C -2.816 -4.648 -0.322
C -3.058 -5.949 0.126
C -3.065 -6.240 1.497
C -2.995 -5.178 2.405
C -2.825 -3.866 1.956
O -3.134 -1.032 0.778
O -2.398 -2.002 -1.417
O -0.247 -3.603 -1.198
O 0.381 -3.891 1.232
C 2.716 -1.880 0.494
C 3.998 -1.488 0.104
H 5.460 -1.484 -1.484
H 3.881 -2.494 -3.185
H 1.603 -3.196 -2.463
H 1.086 0.017 -0.455
H -1.001 -0.127 -2.234
H -2.753 1.209 -3.317
H -3.731 3.254 -2.165
H -3.034 3.724 0.186
H -1.466 2.205 1.359
H -2.769 -4.441 -1.391
H -3.221 -6.743 -0.604
H -3.156 -7.271 1.848
H -3.072 -5.377 3.477
H -2.816 -3.027 2.652
H 2.323 -1.701 1.497
H 4.644 -0.980 0.825
```

Computed properties:
net charge	-1
spin multiplicity	1
lowest unoccupied orbital energy	0.095	hartree
calculated total energy	-66974.78800	eV
HOMO energy	-3.813	eV


> Which formula does entry 2 have?

C30H25FeN3PS3Se2


Copy entry 3 word for word.
This record from the OMol25 dataset describes a molecular structure, C30H25N6NiO2. The level of theory is the ωB97M-V functional and the def2-TZVPD basis.

Structure (XYZ):
```
64
Properties=species:S:1:pos:R:3
Ni 0.471 0.297 -0.583
O 1.412 1.817 0.250
C 2.569 1.702 0.811
C 2.951 2.612 1.831
C 4.174 2.539 2.456
C 5.111 1.564 2.095
C 4.784 0.682 1.089
C 3.541 0.718 0.444
C 3.303 -0.211 -0.636
N 2.161 -0.402 -1.179
N 2.082 -1.270 -2.243
C 0.837 -1.381 -2.620
O -0.163 -0.785 -2.073
C 0.555 -2.282 -3.771
C 1.580 -2.807 -4.554
C 1.284 -3.644 -5.619
C -0.037 -3.966 -5.909
C -1.060 -3.444 -5.130
C -0.766 -2.602 -4.067
H 2.230 3.373 2.105
H 4.415 3.248 3.240
H 6.073 1.511 2.589
H 5.500 -0.072 0.776
H 4.146 -0.775 -1.036
H 2.602 -2.548 -4.313
H 2.084 -4.047 -6.227
H -0.265 -4.620 -6.742
H -2.091 -3.691 -5.354
H -1.549 -2.175 -3.455
N -0.545 1.279 4.855
C -0.001 0.246 4.125
C 0.387 0.443 2.790
N 0.857 -0.544 2.061
C 0.952 -1.746 2.638
C 0.577 -1.929 3.951
N 0.106 -0.938 4.710
H -0.362 2.212 4.527
H -0.550 1.150 5.852
H 0.291 1.406 2.299
H 1.326 -2.563 2.033
H 0.656 -2.902 4.425
C -3.064 4.148 -1.943
C -3.848 3.114 -1.452
C -3.284 2.033 -0.793
C -1.891 1.947 -0.586
C -1.107 3.006 -1.097
C -1.686 4.071 -1.760
N -1.285 0.883 0.048
C -2.069 -0.016 0.769
C -1.948 -1.401 0.585
C -2.655 -2.294 1.378
C -3.515 -1.840 2.369
C -3.653 -0.469 2.556
C -2.945 0.427 1.773
H -3.512 4.987 -2.460
H -4.923 3.138 -1.595
H -3.922 1.232 -0.443
H -0.038 2.970 -0.939
H -1.050 4.865 -2.136
H -1.292 -1.759 -0.199
H -2.534 -3.359 1.213
H -4.061 -2.539 2.990
H -4.305 -0.094 3.337
H -3.041 1.493 1.943
```

Computed properties:
net charge	-1
spin multiplicity	1
lowest unoccupied orbital energy (alpha / beta)	0.106 / 0.106	hartree
calculated total energy	-85597.72935	eV
HOMO energy (alpha / beta)	-3.753 / -3.752	eV


> Which formula does entry 7 have?

C30H26NO6S2